A 2-piece molecular cluster, C4H13N2OS overall at a distorted geometry, computed with ωB97M-V/def2-TZVPD.

Geometry as XYZ:
```
21
C4H13N2OS (ωB97M-V/def2-TZVPD)
C 0.57 1.34 1.13
N -0.14 0.29 1.88
C -1.62 0.28 1.71
N -2.21 -0.87 1.12
C 1.77 0.85 0.28
C 1.33 0.45 -1.21
S 1.43 -1.42 -1.30
H -0.07 1.96 0.44
H 0.91 2.06 1.91
H 0.25 -0.62 1.69
H -1.93 1.14 1.10
H -1.92 0.35 2.77
H -2.03 -0.99 0.13
H -1.88 -1.71 1.64
H 2.11 -0.13 0.64
H 2.49 1.66 0.16
H 0.37 0.89 -1.26
H 2.11 0.92 -1.81
H -1.17 0.67 -1.49
H -1.75 -0.12 -2.54
O -2.06 0.39 -1.78
```

Total charge ... -1
E_tot ... -20221.699 eV
Relative energy (zero: lowest compared OMol25 entry of this formula, charge and spin) ... 28.5 kcal/mol
Maximum force ... 3.68 eV Å⁻¹
LUMO ... 3.86 eV

---

A single C4H13N2S molecule at a distorted geometry, computed with ωB97M-V/def2-TZVPD.

Geometry as XYZ:
```
20
C4H13N2S (ωB97M-V/def2-TZVPD)
C -0.62 -1.79 -0.83
N 0.55 -1.03 -0.18
C 0.27 0.40 0.25
C 1.12 1.40 -0.56
S 0.57 3.11 -0.13
C -1.61 -2.19 0.30
N -0.84 -2.75 1.39
H -0.97 -1.07 -1.60
H -0.28 -2.70 -1.29
H 1.49 -1.15 -0.75
H -0.72 0.72 -0.07
H 0.20 0.19 1.34
H 0.92 1.14 -1.61
H 2.17 1.29 -0.31
H 0.29 3.54 -1.39
H -2.27 -1.31 0.67
H -2.27 -2.96 -0.17
H -1.44 -2.96 2.18
H -0.33 -3.55 1.04
H 0.79 -1.58 0.67
```

Total charge ... 0
E_tot ... -18169.974 eV
Multiplicity ... 2
Relative energy (zero: lowest compared OMol25 entry of this formula, charge and spin) ... 69.1 kcal/mol
Maximum force ... 1.99 eV Å⁻¹
Expectation value of S² ... 0.751
LUMO (alpha / beta) ... 0.72 / 0.61 eV

---

A 2-piece molecular cluster, C4H13N2S overall, computed with ωB97M-V/def2-TZVPD.

Geometry as XYZ:
```
20
C4H13N2S (ωB97M-V/def2-TZVPD)
C 2.27 -1.39 0.90
C 1.83 -0.09 1.54
S 1.51 1.12 0.21
H 3.08 -1.22 0.18
H 1.48 -1.85 0.30
H 2.59 -2.10 1.66
H 0.91 -0.23 2.11
H 2.60 0.27 2.21
H 1.10 2.11 1.00
C -2.39 0.72 0.71
N -1.54 0.03 -0.27
C -2.06 -0.54 -1.31
N -1.35 -1.01 -2.33
H -2.30 1.80 0.61
H -2.08 0.42 1.71
H -3.42 0.44 0.54
H -0.52 0.22 -0.19
H -3.13 -0.70 -1.33
H -0.35 -1.03 -2.26
H -1.76 -1.74 -2.92
```

Total charge ... +1
E_tot ... -18168.325 eV
Relative energy (zero: lowest compared OMol25 entry of this formula, charge and spin) ... 3.9 kcal/mol
Maximum force ... 0.78 eV Å⁻¹
LUMO ... -3.27 eV